Density functional theory data (ωB97M-V/def2-TZVPD) for 8 unconnected molecules or ions with the total composition C38H85N3O10S5 in a non-equilibrium geometry.

Calculated values
**Relative energy (zero: lowest compared OMol25 entry of this formula, charge and spin)**: 97.9 kJ/mol
**SMILES**: O=S1(=O)CCCC1.O=S1(=O)CCCC1.O=S1(=O)CCCC1.O=S1(=O)CCCC1.O=S1(=O)CCCC1.CCN(CC)CC.CCN(CC)CC.CCN(CC)CC
**Total energy**: -4406.341231 hartree
**Molar mass**: 904.444 g mol⁻¹
**Kohn-Sham gap**: 8.41 eV
**LUMO energy**: 0.02 eV

CARTESIAN COORDINATES (ANGSTROEM)
O  1.093  -3.799  1.399
S  2.523  -3.808  1.588
O  3.442  -3.902  0.489
C  2.906  -2.385  2.646
C  2.861  -2.922  4.075
C  3.301  -4.393  4.123
C  2.897  -5.072  2.825
H  2.148  -1.655  2.374
H  3.925  -2.091  2.402
H  3.556  -2.272  4.619
H  1.931  -2.717  4.605
H  2.783  -4.891  4.943
H  4.360  -4.523  4.336
H  2.018  -5.713  2.855
H  3.670  -5.674  2.344
O  5.678  -1.102  -3.822
S  6.763  -1.753  -3.129
O  8.082  -1.768  -3.704
C  6.928  -1.113  -1.455
C  7.421  -2.314  -0.646
C  6.818  -3.602  -1.230
C  6.326  -3.426  -2.677
H  5.973  -0.754  -1.080
H  7.662  -0.337  -1.663
H  8.508  -2.284  -0.687
H  7.099  -2.206  0.388
H  5.981  -3.991  -0.648
H  7.540  -4.420  -1.228
H  5.255  -3.549  -2.800
H  6.880  -4.062  -3.364
O  -6.213  -4.734  1.009
S  -6.060  -3.915  -0.146
O  -7.109  -3.063  -0.635
C  -4.567  -2.944  -0.003
C  -3.474  -3.851  -0.522
C  -4.023  -4.484  -1.800
C  -5.457  -4.965  -1.507
H  -4.368  -2.737  1.049
H  -4.660  -2.056  -0.625
H  -2.526  -3.329  -0.604
H  -3.298  -4.680  0.171
H  -3.419  -5.351  -2.086
H  -3.973  -3.839  -2.679
H  -5.508  -5.986  -1.146
H  -6.062  -4.727  -2.376
O  -1.628  1.735  -4.975
S  -2.160  2.812  -5.767
O  -1.377  3.959  -6.152
C  -2.909  2.225  -7.312
C  -4.412  2.193  -7.051
C  -4.714  3.420  -6.152
C  -3.711  3.315  -5.019
H  -2.375  1.324  -7.599
H  -2.694  3.047  -7.992
H  -4.907  2.259  -8.020
H  -4.742  1.267  -6.579
H  -5.730  3.333  -5.773
H  -4.574  4.322  -6.746
H  -3.969  2.514  -4.324
H  -3.462  4.172  -4.392
O  -2.997  -1.592  3.324
S  -2.043  -0.903  4.154
O  -1.997  -1.065  5.582
C  -0.354  -1.108  3.571
C  0.040  0.207  2.901
C  -0.780  1.382  3.486
C  -2.179  0.864  3.821
H  -0.244  -1.973  2.917
H  0.247  -1.304  4.459
H  1.112  0.371  3.011
H  -0.191  0.127  1.835
H  -0.830  2.160  2.728
H  -0.305  1.774  4.387
H  -2.835  1.020  2.963
H  -2.667  1.239  4.718
C  4.234  5.973  1.943
C  3.667  4.590  1.630
N  4.050  3.585  2.614
C  5.464  3.231  2.609
C  5.867  2.489  3.877
C  3.152  2.455  2.604
C  3.259  1.495  1.411
H  4.058  6.663  1.116
H  5.282  5.960  2.225
H  3.683  6.430  2.772
H  2.582  4.675  1.599
H  4.021  4.304  0.624
H  5.689  2.578  1.750
H  5.993  4.162  2.432
H  5.241  2.790  4.721
H  5.716  1.410  3.817
H  6.907  2.719  4.104
H  2.116  2.791  2.693
H  3.293  1.877  3.529
H  2.563  0.652  1.407
H  4.252  1.072  1.272
H  2.966  2.086  0.538
C  -0.500  -2.262  -1.883
C  -0.071  -1.423  -0.675
N  0.582  -0.142  -0.951
C  1.758  -0.350  -1.776
C  2.770  -1.405  -1.340
C  -0.328  0.802  -1.579
C  0.361  2.182  -1.644
H  -1.231  -1.821  -2.555
H  -0.747  -3.274  -1.550
H  0.349  -2.545  -2.522
H  -0.953  -1.240  -0.050
H  0.609  -2.016  -0.068
H  1.428  -0.615  -2.801
H  2.283  0.592  -1.942
H  2.355  -2.393  -1.489
H  3.707  -1.206  -1.862
H  3.052  -1.134  -0.313
H  -1.233  0.975  -1.002
H  -0.553  0.571  -2.632
H  -0.281  3.053  -1.492
H  0.964  2.336  -2.534
H  1.000  2.235  -0.752
C  -6.099  -0.077  1.706
C  -6.479  1.259  1.118
N  -5.271  1.983  0.669
C  -5.316  3.410  0.903
C  -5.277  3.761  2.388
C  -4.889  1.610  -0.687
C  -3.628  2.343  -1.152
H  -5.634  0.042  2.684
H  -5.432  -0.647  1.064
H  -6.990  -0.696  1.851
H  -7.166  1.150  0.271
H  -6.907  1.873  1.904
H  -4.404  3.834  0.483
H  -6.145  3.953  0.414
H  -6.129  3.362  2.937
H  -4.362  3.379  2.844
H  -5.291  4.842  2.543
H  -5.678  1.687  -1.452
H  -4.578  0.562  -0.603
H  -3.111  1.821  -1.958
H  -2.931  2.363  -0.310
H  -3.879  3.351  -1.479

Cartesian forces, eV/Å:
-0.1427 -0.0936 -0.4381
0.0502 0.2867 1.4179
-0.0026 -0.0922 -0.3285
-0.0971 -0.9767 -0.4105
0.5721 1.2711 0.5228
-0.5781 -0.3023 0.3493
0.2609 -0.5625 -1.0793
0.2380 0.2747 0.1368
-0.1136 0.2850 -0.1951
0.1156 -0.3774 0.1673
-0.3025 -0.4466 -0.4632
0.0476 0.0528 0.0529
0.0913 0.2356 -0.2604
-0.1537 0.2229 0.3118
0.1860 0.0750 0.2863
0.1983 -0.0491 -0.0036
-0.9133 0.0997 0.1671
0.2204 -0.0124 -0.0311
0.0188 -0.4810 -0.5962
0.0671 0.6263 -0.0504
-0.1450 -1.0333 -0.2785
0.4331 0.1790 0.0308
-0.0477 0.2591 -0.2879
-0.0741 0.2659 0.7027
0.0113 -0.4296 0.1018
0.2025 0.0284 0.0789
-0.0251 0.3765 0.2041
0.1725 0.1891 0.1404
-0.0367 0.0307 0.0108
-0.1807 -0.0353 -0.1210
-0.3155 -0.4800 0.8860
0.7846 0.5628 -1.4342
-0.4584 0.0155 0.1670
0.5559 -0.3047 0.6256
-0.0932 -0.5636 -0.0659
0.6223 -0.8221 -0.2495
0.2990 1.0405 -0.0840
-0.3714 0.3919 -0.0149
-0.1417 0.1074 0.1310
-0.0650 0.0668 -0.2969
-0.0883 0.1870 0.2181
0.0123 0.0488 0.0824
-0.2539 0.3346 0.2308
-0.1126 -0.1071 -0.2154
-0.4268 -0.5061 0.1404
0.4222 -0.0329 0.0197
-0.8013 -0.1019 -0.7994
0.3009 0.0549 0.5644
0.2609 0.3335 0.6236
0.1622 -0.0314 -0.3644
0.1238 -0.6766 -0.2180
0.4388 -0.0124 0.6870
-0.3053 -0.1519 -0.1139
0.1344 -0.1787 -0.2010
-0.2479 0.0418 0.1324
0.1097 0.0161 0.1131
-0.0561 0.3618 -0.0449
-0.1485 0.1459 0.1735
-0.0692 -0.1080 -0.1568
-0.3257 0.3169 -0.3340
0.0497 -0.3688 0.1373
0.3444 0.7412 -0.4959
-0.3327 -0.3559 0.2850
0.3968 -0.1121 0.0508
-0.3642 -0.0916 -0.2641
0.2059 -0.3897 0.4474
-0.1643 -0.0825 -0.4320
-0.3203 0.0256 -0.1006
-0.1859 0.1282 0.1262
-0.0747 0.1204 -0.0837
0.2065 0.0539 -0.0217
-0.0218 0.2254 0.1800
0.0785 0.0647 -0.0745
-0.1615 -0.2996 0.0698
0.2031 0.3496 -0.0216
-0.7343 0.3657 0.3879
0.9233 0.2009 -0.3230
-0.6190 0.3522 0.1449
-0.7676 -0.3989 -0.4726
-0.0711 0.3176 0.2930
-0.1863 -1.3578 0.7793
-0.3710 0.5360 -0.5082
0.3132 -0.1706 -0.1845
0.0812 0.0726 -0.2207
0.1312 -0.2309 0.1581
-0.0633 -0.2102 -0.0172
-0.2090 -0.0259 -0.0305
0.1567 0.1653 -0.1138
0.3586 -0.1354 0.3662
0.1514 0.3404 -0.0294
0.2383 -0.0251 -0.2937
0.0205 -0.2783 0.1335
0.0494 0.2925 -0.1814
0.2109 0.0990 -0.0181
-0.0871 0.1625 0.3635
0.1406 0.1451 -0.0336
0.3532 -0.2723 -0.3013
1.1349 -0.8452 -0.3048
-0.2482 -0.0301 -0.0756
-0.3646 -0.7011 0.4629
0.2767 0.2361 -1.6068
-0.1844 1.6159 0.6260
0.8012 1.6758 -0.6675
0.3108 0.2278 1.0191
-0.3209 -0.0319 0.2747
-0.7087 0.2685 0.1258
0.1308 0.5843 0.0092
0.0376 0.1318 0.0156
-0.0462 -0.0695 0.0018
0.0411 -0.0228 0.0457
-0.0656 0.1215 0.3914
0.4889 -0.2980 0.3339
-0.2096 -0.4732 -0.5691
-0.3178 -0.7703 0.2459
-0.0878 -0.7239 0.1231
-0.4028 -0.4633 0.2232
-0.4441 -0.2637 -0.4754
-0.0039 0.0152 -0.0386
0.2703 -0.0315 -0.2417
-0.4837 -0.5526 0.2539
1.0282 0.4311 -0.2136
-0.4026 0.1218 -0.2066
0.3667 0.5913 0.2834
-0.1064 0.0607 0.0831
1.1509 -0.5447 0.2865
-0.2792 -0.0627 0.1067
0.1754 0.0333 -0.0674
0.0741 0.1230 -0.0232
0.0278 0.0088 -0.0137
-0.2326 0.0456 0.1625
-0.5016 -0.0778 -0.1355
-0.1093 0.0492 -0.0663
-0.1695 -0.2772 -0.0257
0.0229 -0.0421 0.0549
-0.0335 -0.1098 -0.0087
-0.0025 -0.0001 -0.1527
-0.2056 0.0820 0.2133
-0.4287 -0.1172 -0.2892
-0.2294 -0.0252 -0.1548
0.0313 0.2699 -0.0486
0.3213 0.0717 0.0021

Löwdin population analysis, charges in e, atoms 1 to 5: -0.324, 0.667, -0.325, -0.210, -0.206